--- one ---
8
Properties=species:S:1:pos:R:3 method="wB97M-V/def2-TZVPD" e_lumo_ev="-2.00 / -1.95"
C 1.76 0.00 0.29
C 0.78 0.65 -0.34
O 2.77 -0.56 0.42
O 0.22 1.68 -0.50
P -0.47 -1.06 0.83
P -1.38 -0.93 -1.07
H -1.35 0.15 1.35
H -2.33 0.07 -0.99



--- two ---
8
Properties=species:S:1:pos:R:3 method="wB97M-V/def2-TZVPD" e_lumo_ev="-2.02 / -1.78"
C 3.09 0.40 -0.09
C 2.39 -0.72 0.29
O 3.35 1.49 0.20
O 2.66 -1.89 0.33
P 0.33 -0.14 -0.55
P -1.38 0.30 0.35
H -0.04 -1.45 -0.74
H -1.02 1.70 0.59



two ends up most stable, edging out the next structure by 16.5 kcal/mol.



--- one ---
12
Properties=species:S:1:pos:R:3 method="wB97M-V/def2-TZVPD" e_lumo_ev=0.85 smiles="FCC/C=N/S"
F -2.92 -0.07 -0.06
C -1.72 -0.48 -0.19
C -0.75 0.54 0.30
C 0.70 0.00 0.29
N 1.66 0.52 -0.39
S 3.15 -0.25 0.07
H -1.47 -0.64 -1.26
H -1.61 -1.54 0.21
H -0.79 1.46 -0.33
H -1.06 0.98 1.26
H 0.89 -0.87 0.96
H 3.91 0.34 -0.85



--- two ---
12
Properties=species:S:1:pos:R:3 method="wB97M-V/def2-TZVPD" e_lumo_ev=0.73 smiles="C/C(CF)=N/S"
C -1.01 1.22 0.49
C 0.15 0.47 -0.07
C 0.09 -1.12 0.25
F -0.27 -1.93 -0.91
N 1.18 0.89 -0.64
S 2.27 -0.16 -1.43
H -1.80 1.20 -0.20
H -1.37 0.92 1.55
H -0.68 2.42 0.71
H 0.92 -1.50 0.71
H -0.75 -1.14 1.01
H 1.29 -1.26 -1.49



one ends up most stable, edging out the next structure by 21.9 kcal/mol.



--- one ---
9
Properties=species:S:1:pos:R:3 method="wB97M-V/def2-TZVPD" e_lumo_ev=-0.97 smiles="P=[PH2][PH2]=S"
P 2.72 0.08 -0.26
P 0.75 -0.50 0.11
P -1.49 0.51 0.05
S -3.20 -0.42 -0.23
H 2.56 -0.43 -1.57
H 0.25 -1.75 -0.27
H 0.64 -0.70 1.47
H -1.27 1.61 -0.79
H -1.33 1.24 1.24



--- two ---
9
Properties=species:S:1:pos:R:3 method="wB97M-V/def2-TZVPD" e_lumo_ev=0.44 smiles=P[PH]#S#[PH2]
P -2.36 -0.44 0.49
P -0.62 0.30 -0.53
S 0.79 0.26 1.00
P 2.41 -0.31 -0.33
H -2.72 0.81 0.99
H -3.21 -0.18 -0.72
H -0.40 -0.87 -1.10
H 2.93 1.15 -0.55
H 3.18 -0.71 0.74



two ends up most stable, edging out the next structure by 22.8 kcal/mol.



--- one ---
17
Properties=species:S:1:pos:R:3 method="wB97M-V/def2-TZVPD" e_lumo_ev=-5.45
N -0.84 0.76 -1.00
C -0.64 1.98 -0.30
O -2.07 -1.46 0.09
H -1.51 0.07 -0.65
H 0.02 0.23 -1.15
H 0.47 2.07 -0.27
H -1.14 2.01 0.70
H -1.08 2.78 -0.93
H -1.18 -1.04 0.96
H 0.29 -1.27 1.54
O -0.50 -0.71 1.70
H 1.89 -0.15 -0.26
H -2.87 -2.00 0.13
O 1.59 0.85 -0.93
H 2.67 -1.73 0.04
H 2.40 1.25 -1.25
O 2.05 -1.08 0.39



--- two ---
17
Properties=species:S:1:pos:R:3 method="wB97M-V/def2-TZVPD" e_lumo_ev=0.56 smiles=NCO.O.O.O
N 0.61 -0.29 -1.20
C 0.80 -0.93 0.05
O -0.46 -0.95 0.77
H 0.50 -0.78 -2.06
H -0.05 0.48 -1.25
H 0.83 -2.00 -0.10
H 1.47 -0.41 0.73
H -1.06 -0.25 0.48
O 1.09 2.57 0.41
H 2.03 2.49 0.57
H 0.64 2.10 1.13
O 0.00 1.15 2.55
H 0.69 0.76 3.11
H -0.26 0.29 2.15
O -1.80 -1.69 -2.64
H -2.25 -2.51 -2.42
H -2.55 -1.26 -3.06



two ends up most stable, edging out the next structure by 183.7 kcal/mol.